Density functional theory data (ωB97M-V/def2-TZVPD) for a cluster of 2 separate species, CH5NO in total.

Last column: natural (NBO) charge in e.
Geometry (Å):
C -0.80591 0.80216 0.87752  -0.476
N 0.08220 -0.28157 0.64432  -0.951
H -0.59570 1.55390 1.66079  0.097
H -1.88586 0.61758 0.81124  0.098
H 0.77455 0.48409 0.75087  0.311
H 0.82062 -0.81152 -0.81184  0.507
H 0.43496 -1.39666 -2.18615  0.441
O 1.17513 -0.96798 -1.74674  -1.027

Values from the calculation:
HOMO (alpha / beta) ... -0.22 / -3.33 eV
Total charge ... -1
HOMO-LUMO gap (alpha / beta) ... 5.27 / 8.35 eV
LUMO level (alpha / beta) ... 5.055 / 5.026 eV
Relative energy (zero: lowest compared OMol25 entry of this formula, charge and spin) ... 0.843 eV
Multiplicity ... 2
Maximum force ... 3.07 eV/Å